Record 1
Formula: C22H30N2O2
Source: the Open Molecules 2025 dataset
Level of theory: ωB97M-V with the def2-TZVPD basis set

The calculation puts the energy above the lowest of the compared OMol25 structures with the same formula, charge and spin at 249.0 kJ/mol. As for the SMILES: COc1ccc(CN2CCN(CCCc3ccccc3)CC2)c(OC)c1. The HOMO-LUMO gap is 8.817 eV.

```
! wB97M-V def2-TZVPD RIJCOSX def2/J DEFGRID3
* xyz 0 1
C -6.9012 -2.7804 -0.7310
O -6.4238 -1.8881 0.2453
C -5.3303 -1.1269 -0.0539
C -4.6332 -1.1630 -1.2522
C -3.5393 -0.3295 -1.4205
C -3.1165 0.5357 -0.4298
C -1.9245 1.4285 -0.6556
N -0.8738 0.7108 -1.3619
C -0.2555 -0.3389 -0.5744
C 0.7334 0.1850 0.4735
N 1.7593 0.9823 -0.1760
C 2.7996 1.3942 0.7485
C 4.0745 1.8442 0.0332
C 4.5582 0.8020 -0.9829
C 4.9030 -0.4959 -0.3126
C 6.1145 -0.6496 0.3498
C 6.4200 -1.8327 0.9986
C 5.5145 -2.8799 0.9950
C 4.3047 -2.7371 0.3371
C 4.0027 -1.5534 -0.3126
C 1.1415 2.0970 -0.8713
C 0.1598 1.5584 -1.9184
C -3.8240 0.5682 0.7820
O -3.3699 1.4406 1.7311
C -4.0431 1.5005 2.9642
C -4.9200 -0.2596 0.9587
H -6.1511 -3.5357 -0.9872
H -7.7665 -3.2694 -0.2859
H -7.2110 -2.2541 -1.6397
H -4.9240 -1.8224 -2.0535
H -2.9822 -0.3529 -2.3439
H -2.2281 2.2685 -1.2904
H -1.6042 1.8405 0.3111
H -1.0401 -0.9216 -0.0885
H 0.2843 -0.9891 -1.2700
H 1.2122 -0.6622 0.9709
H 0.1913 0.7675 1.2412
H 2.4530 2.2038 1.4183
H 3.0428 0.5285 1.3705
H 4.8460 2.0093 0.7884
H 3.9063 2.7922 -0.4809
H 5.4367 1.1967 -1.4991
H 3.7647 0.6383 -1.7118
H 6.8263 0.1645 0.3541
H 7.3673 -1.9390 1.5079
H 5.7520 -3.8041 1.5017
H 3.5944 -3.5517 0.3302
H 3.0575 -1.4386 -0.8220
H 1.9150 2.6773 -1.3766
H 0.6130 2.7689 -0.1686
H -0.3064 2.3876 -2.4551
H 0.7214 0.9514 -2.6360
H -5.0845 1.8132 2.8385
H -4.0129 0.5392 3.4872
H -3.5123 2.2475 3.5531
H -5.4915 -0.2667 1.8719
*
```

=====

Record 2
Formula: C4H8N4
Source: the Open Molecules 2025 dataset
Level of theory: ωB97M-V with the def2-TZVPD basis set

The calculation puts the energy above the lowest of the compared OMol25 structures with the same formula, charge and spin at 592.4 kJ/mol. As for the SMILES: [H]/N=C1/NNC[C@]12CN2. The HOMO-LUMO gap is 9.051 eV.

```
! wB97M-V def2-TZVPD RIJCOSX def2/J DEFGRID3
* xyz 0 1
H -0.4146 -2.7551 -0.1700
N 0.4498 -2.1640 -0.4524
C 0.2425 -0.9576 -0.6802
N 1.5628 -0.3262 -1.1110
N 1.5124 1.1057 -0.4331
C 0.0863 1.3901 -0.3618
C -0.5097 0.1232 -0.0239
C -1.0410 0.0028 1.3562
N -2.1522 -0.0693 0.3653
H 2.5028 -0.6668 -0.4036
H 2.1999 1.6551 -1.0190
H -0.2167 2.3316 0.0691
H -0.1974 1.7386 -1.3687
H -1.0194 -1.0490 1.8974
H -0.8107 0.8573 2.0795
H -2.1948 -1.2163 0.2565
*
```

=====

Record 3
Formula: C37H30CrN6O
Source: the Open Molecules 2025 dataset
Level of theory: ωB97M-V with the def2-TZVPD basis set

The calculation puts the energy above the lowest of the compared OMol25 structures with the same formula, charge and spin at 146.0 kJ/mol. The HOMO-LUMO gap (alpha / beta) is 6.921 / 6.095 eV. Its expectation value of S² is 4.121.

```
! wB97M-V def2-TZVPD RIJCOSX def2/J DEFGRID3
* xyz 1 4
Cr -0.0328 0.3810 -1.0055
O -1.1420 0.6323 -4.9241
C -0.5874 0.5711 -3.8392
N -0.9241 -0.1464 -2.7428
C -2.0547 -0.9495 -2.7474
C -2.1732 -1.6450 -1.4128
C -3.2634 -2.4367 -0.9828
C -3.3644 -2.8309 0.4088
C -2.3112 -2.6913 1.2028
C -1.0428 -2.0397 0.6546
N -1.1754 -1.3783 -0.6441
C 0.5819 1.4936 -3.5582
C 1.2187 2.1379 -4.6420
C 2.2329 3.0187 -4.3320
C 2.5159 3.2423 -3.0335
C 1.8447 2.6311 -1.9976
N 0.9231 1.7239 -2.2647
H -1.8828 -1.7480 -3.4786
H -2.9475 -0.3592 -2.9189
H -4.1253 -2.5326 -1.6357
H -4.3147 -3.2847 0.5855
H -2.1264 -2.9499 2.2101
H -0.3253 -2.8557 0.4674
H 0.8645 1.9000 -5.6275
H 2.8190 3.5329 -5.0835
H 3.2776 3.9709 -2.7883
H 1.9992 2.9667 -0.9636
C -5.0898 2.1807 -1.7594
C -4.9732 1.6228 -0.5034
C -3.6904 1.4172 0.0263
C -2.5781 1.7630 -0.7463
C -2.7147 2.3521 -2.0111
C -3.9884 2.6006 -2.4962
N -1.2995 1.5716 -0.2026
N -1.1445 1.9896 1.0544
C 0.0246 1.9117 1.5738
C 0.3998 2.5426 2.7486
C 1.6546 2.6759 3.1239
C 2.6638 2.1904 2.1526
C 2.3876 1.5634 0.9667
N 0.9899 1.1009 0.8731
H -6.0862 2.3211 -2.1348
H -5.8953 1.3252 0.0020
H -3.6156 1.0483 1.0705
H -1.8431 2.7015 -2.5227
H -4.2009 2.9524 -3.4823
H -0.4387 3.0320 3.3266
H 2.0219 3.3400 3.8860
H 3.6649 2.5994 2.1401
H 3.0748 1.3707 0.1624
C 1.2726 -2.8501 5.2313
C 0.8449 -3.6257 4.1776
C 0.2945 -3.0650 3.0169
C 0.2331 -1.7148 2.8478
C 0.8012 -0.9554 3.8689
C 1.3896 -1.4936 4.9979
C -0.2710 -1.0260 1.6375
C 0.8369 -0.3222 0.7542
C 2.0382 -1.0914 0.3933
C 2.0585 -1.4961 -0.9251
C 3.1772 -2.1285 -1.5043
C 4.2868 -2.4255 -0.7122
C 4.2179 -2.0233 0.6307
C 3.1352 -1.4337 1.2118
H 1.7315 -3.3069 6.1296
H 0.9621 -4.6807 4.1652
H -0.0440 -3.7010 2.2051
H 0.7054 0.1124 3.7428
H 1.8352 -0.8056 5.7201
H -0.9614 -0.2317 1.9060
H 1.1335 -1.4691 -1.5448
H 3.0966 -2.4406 -2.5274
H 5.1791 -2.9154 -1.1389
H 5.0448 -2.3285 1.3325
H 3.1942 -1.1095 2.2289
*
```

=====

Record 4
Formula: C7H14N
Source: the Open Molecules 2025 dataset
Level of theory: ωB97M-V with the def2-TZVPD basis set

The calculation puts the energy above the lowest of the compared OMol25 structures with the same formula, charge and spin at 285.1 kJ/mol. As for the SMILES: C[C@]1([NH3+])[C@H]2CC[C@]21C. The HOMO-LUMO gap is 9.708 eV.

```
! wB97M-V def2-TZVPD RIJCOSX def2/J DEFGRID3
* xyz 1 1
C -1.9468 -0.8580 -0.4447
C -0.8320 0.0906 0.0019
N -1.2971 1.0915 0.9189
C 0.2594 0.3024 -0.9916
C 1.2044 1.4024 -0.7468
C 1.6304 0.7618 0.6445
C 0.8166 -0.5062 0.2436
C 1.0173 -1.9303 0.2991
H -2.7085 -0.2797 -1.0464
H -2.4188 -1.4061 0.3348
H -1.4554 -1.5599 -1.1744
H -0.4138 1.3950 1.4612
H -2.1891 0.7040 1.1587
H -1.4377 2.0551 0.5032
H -0.1099 -0.0029 -2.0139
H 0.6838 2.3962 -0.5731
H 1.9478 1.5744 -1.5571
H 2.6452 0.5669 0.5273
H 1.4170 1.2312 1.6505
H 0.2745 -2.3292 -0.2774
H 0.9336 -2.4318 1.3213
H 1.9791 -2.2672 -0.2396
*
```

=====

Record 5
Formula: C4H14N2O
Source: the Open Molecules 2025 dataset
Level of theory: ωB97M-V with the def2-TZVPD basis set

The calculation puts the energy above the lowest of the compared OMol25 structures with the same formula, charge and spin at 17.3 kJ/mol. The HOMO-LUMO gap (alpha / beta) is 2.978 / 9.834 eV. Its expectation value of S² is 0.750.

```
! wB97M-V def2-TZVPD RIJCOSX def2/J DEFGRID3
* xyz -1 2
C 1.2125 1.0518 1.8348
C 0.1736 0.2061 1.0680
C -0.6813 1.0124 0.1045
C -0.8271 0.3980 -1.2974
N -0.5727 1.3964 -2.3729
N -0.6434 -0.5112 2.0730
H 1.8984 0.3575 2.3145
H 1.7767 1.6806 1.1399
H 0.6692 1.7519 2.4746
H 0.7770 -0.5378 0.5314
H -0.2874 2.0310 0.0772
H -1.6950 1.1809 0.4928
H -0.1448 -0.4562 -1.3367
H -1.7928 -0.0733 -1.4806
H -1.3495 1.3642 -3.0186
H 0.2598 1.1075 -2.8718
H -1.2149 -1.1842 1.5615
H -0.0299 -1.0880 2.6414
H 1.3342 -3.3650 -1.7550
H 0.3109 -3.0953 -0.6266
O 1.1252 -2.7397 -1.0372
*
```

=====

Record 6
Formula: C60H53BF4N5O4P2ReSe2Te
Source: the Open Molecules 2025 dataset
Level of theory: ωB97M-V with the def2-TZVPD basis set

The HOMO-LUMO gap (alpha / beta) is 5.801 / 5.351 eV. Its expectation value of S² is 3.781.

```
! wB97M-V def2-TZVPD RIJCOSX def2/J DEFGRID3
* xyz 1 4
Re -0.2235 -0.0197 0.1543
Se -4.7703 -1.9672 5.1694
P -3.0686 -0.7437 5.4510
C -1.8894 -1.4252 6.6600
C -0.5504 -1.0561 6.6884
C 0.2695 -1.5455 7.6888
C -0.2357 -2.4017 8.6550
C -1.5663 -2.7780 8.6168
C -2.3936 -2.2885 7.6233
C -3.4515 0.9322 6.0691
C -2.4468 1.8849 6.1897
C -2.7452 3.1300 6.7101
C -4.0392 3.4328 7.1021
C -5.0347 2.4741 7.0062
C -4.7389 1.2228 6.4976
C -2.1248 -0.6163 3.9278
C -1.9238 0.1873 2.8041
N -1.0743 -0.5408 1.9986
N -0.8261 -1.6782 2.5995
N -1.4217 -1.7466 3.7315
P -2.7336 1.6138 2.0722
Se -1.3921 2.1942 0.4417
C -4.3552 0.9052 1.6655
C -4.7112 0.5579 0.3707
C -5.8490 -0.2026 0.1649
C -6.6301 -0.5905 1.2406
C -6.2984 -0.2003 2.5286
C -5.1506 0.5327 2.7479
C -2.9895 3.0958 3.0965
C -4.2584 3.6515 3.2228
C -4.4059 4.8974 3.8090
C -3.2939 5.5933 4.2506
C -2.0279 5.0417 4.1208
C -1.8726 3.7959 3.5428
H -0.1467 -0.4057 5.9265
H 1.3075 -1.2564 7.7207
H 0.4117 -2.7791 9.4322
H -1.9631 -3.4502 9.3614
H -3.4325 -2.5840 7.5797
H -1.4397 1.6444 5.8837
H -1.9657 3.8675 6.8193
H -4.2689 4.4131 7.4905
H -6.0372 2.6953 7.3384
H -5.5027 0.4592 6.4303
H -4.0881 0.8633 -0.4571
H -6.1033 -0.5235 -0.8316
H -7.4938 -1.2141 1.0804
H -6.9104 -0.4971 3.3661
H -4.8480 0.8065 3.7525
H -5.1259 3.1299 2.8477
H -5.3891 5.3348 3.8965
H -3.4111 6.5748 4.6818
H -1.1635 5.5972 4.4509
H -0.8891 3.3666 3.4063
C 6.6849 -1.7134 -2.0542
C 5.2199 -1.6926 -1.7607
C 4.3875 -2.7206 -2.2166
C 3.0347 -2.7128 -1.9904
C 2.1994 -3.9080 -2.3357
O 2.4320 -4.9925 -1.8602
C 1.0963 -3.6609 -3.2906
C 1.2809 -2.7510 -4.3269
C 0.2985 -2.5991 -5.2914
C -0.8773 -3.3347 -5.2062
C -1.0680 -4.2279 -4.1653
C -0.0786 -4.4047 -3.2158
C 2.3985 -1.6625 -1.2541
O 1.1362 -1.5977 -1.1658
C 3.3073 -0.7077 -0.6332
C 4.6597 -0.7197 -0.9471
C 2.6422 0.2467 0.2320
N 1.6173 -0.2438 0.9571
C 1.8784 -1.4866 1.6638
C 2.5201 -1.1490 3.0028
Te 4.5473 -0.4805 2.6840
C 4.3842 1.6264 2.9545
C 5.3462 2.4055 2.3248
C 5.3186 3.7811 2.4427
C 4.3250 4.3893 3.1932
C 3.3754 3.6149 3.8355
C 3.4048 2.2358 3.7214
C 2.7980 1.6851 0.1098
C 3.6061 2.2756 -0.8703
C 3.6998 3.6505 -0.9599
C 2.9870 4.4563 -0.0885
C 2.1796 3.8874 0.8870
C 2.0978 2.5186 0.9973
H 6.9170 -2.4707 -2.7994
H 7.2575 -1.9417 -1.1547
H 7.0147 -0.7413 -2.4179
H 4.8159 -3.5519 -2.7592
H 2.2130 -2.2078 -4.3969
H 0.4676 -1.9343 -6.1278
H -1.6439 -3.2168 -5.9559
H -1.9910 -4.7810 -4.0986
H -0.1933 -5.1149 -2.4132
H 5.3066 0.0036 -0.4660
H 2.5496 -2.1420 1.1011
H 0.9442 -2.0311 1.8310
H 2.5630 -2.0479 3.6087
H 1.9452 -0.3917 3.5264
H 6.1222 1.9299 1.7416
H 6.0698 4.3754 1.9451
H 4.2966 5.4643 3.2813
H 2.6034 4.0864 4.4274
H 2.6634 1.6392 4.2324
H 4.1166 1.6636 -1.5951
H 4.3076 4.0976 -1.7327
H 3.0342 5.5301 -0.1794
H 1.6204 4.5151 1.5649
H 1.4780 2.0688 1.7615
O 1.7708 2.1291 -2.8086
C 0.8709 1.3247 -2.7999
O 0.2162 0.8610 -1.8170
C 0.3502 0.7448 -4.1749
N -0.8021 -0.1291 -3.8662
C -2.0205 0.4594 -4.4656
C -1.6606 1.9310 -4.6300
C -0.2003 1.8528 -5.0683
H 1.1780 0.1973 -4.6245
H -0.8415 -0.0608 -2.8117
H -0.6716 -1.1271 -4.1058
H -2.8753 0.2764 -3.8181
H -2.2017 -0.0041 -5.4352
H -1.7356 2.4554 -3.6761
H -2.2884 2.4350 -5.3584
H 0.3403 2.7824 -4.9126
H -0.1225 1.5758 -6.1203
F -2.2178 -2.1058 -2.6370
B -2.3829 -1.8403 -1.3078
F -3.6258 -2.0980 -0.8656
F -1.3825 -2.3567 -0.5124
F -2.1383 -0.3722 -1.1615
*
```

=====

Record 7
Formula: C8H6BrP
Source: the Open Molecules 2025 dataset
Level of theory: ωB97M-V with the def2-TZVPD basis set

The HOMO-LUMO gap (alpha / beta) is 6.938 / 6.938 eV.

```
! wB97M-V def2-TZVPD RIJCOSX def2/J DEFGRID3
* xyz 0 1
C -0.9819 -1.5336 1.5697
C -2.0604 -0.7530 1.0296
C -0.4072 1.5319 -1.7174
C 0.2339 -1.4158 0.9074
C -1.5561 -0.0449 0.0032
C -1.0663 0.6616 -0.9449
C 1.6120 0.5395 -0.8888
C 1.0232 1.3665 -1.8327
P 0.8035 0.3701 0.6400
Br 2.3901 0.1757 2.1786
H -1.1289 -2.4280 2.1758
H -3.1097 -0.6603 1.3162
H -1.0717 2.2056 -2.3973
H 0.9497 -2.2085 1.3851
H 2.7216 0.3507 -0.7769
H 1.6481 1.8427 -2.6476
*
```

=====

Record 8
Formula: C16H45N3O5P2Si
Source: the Open Molecules 2025 dataset
Level of theory: ωB97M-V with the def2-TZVPD basis set

As for the SMILES: CNC[Si@@](CCO)([PH2]=O)P(=O)(O)O.CCN(CC)CC.CCN(CC)CC. The HOMO-LUMO gap is 8.045 eV.

```
! wB97M-V def2-TZVPD RIJCOSX def2/J DEFGRID3
* xyz 0 1
C -1.4433 5.6400 0.9971
N -0.8601 4.3089 0.9934
C -0.4012 3.8677 -0.3219
Si -0.8362 2.0942 -0.8109
C -1.0354 1.8483 -2.6635
C 0.1185 2.4634 -3.4600
O 1.3154 2.5310 -2.6741
P 0.6205 0.5533 0.0149
O 0.0190 -0.7983 0.1906
P -2.8059 1.6900 0.2261
O -2.6849 1.7002 1.6891
O -3.8182 2.8687 -0.2393
O -3.4184 0.3882 -0.4766
H -1.5029 6.0211 2.0178
H -0.8001 6.3203 0.4353
H -2.4496 5.6845 0.5562
H -1.5022 3.6455 1.4107
H 0.6948 3.9446 -0.3669
H -0.7813 4.5126 -1.1306
H -1.1247 0.7734 -2.8465
H -1.9850 2.2869 -2.9884
H 0.3458 1.8536 -4.3355
H -0.1507 3.4598 -3.8172
H 1.5134 3.4442 -2.4656
H 1.7235 0.6213 -0.8606
H 1.1710 1.1514 1.1727
H -3.8235 3.0567 -1.1840
H -4.2701 0.1281 -0.1011
C -2.2833 -2.5272 -1.6073
C -3.4669 -3.1382 -0.8802
N -4.6321 -3.3353 -1.7304
C -5.8440 -3.6535 -0.9951
C -5.8936 -4.9753 -0.2202
C -4.4021 -4.1024 -2.9458
C -3.8181 -5.5126 -2.7978
H -2.5822 -1.6099 -2.1185
H -1.4989 -2.2705 -0.8961
H -1.8521 -3.2096 -2.3426
H -3.7782 -2.4617 -0.0779
H -3.1367 -4.0613 -0.3783
H -6.6769 -3.6216 -1.7036
H -6.0103 -2.8352 -0.2865
H -5.9909 -5.8347 -0.8822
H -6.7539 -4.9764 0.4518
H -4.9995 -5.1154 0.3886
H -3.7329 -3.5211 -3.5840
H -5.3568 -4.1532 -3.4762
H -2.9770 -5.5206 -2.1027
H -3.4480 -5.8624 -3.7634
H -4.5522 -6.2342 -2.4428
C 7.6194 0.2117 3.8284
C 6.3756 -0.3246 3.1379
N 5.2349 0.5680 3.2510
C 3.9724 -0.0483 2.8780
C 3.7900 -0.4869 1.4212
C 5.4446 1.9293 2.7818
C 5.9004 2.1221 1.3298
H 7.4024 0.4637 4.8673
H 8.4067 -0.5427 3.8110
H 8.0105 1.1024 3.3349
H 6.0821 -1.2659 3.6113
H 6.6281 -0.5749 2.0948
H 3.1755 0.6516 3.1462
H 3.8387 -0.9227 3.5214
H 3.6685 0.3651 0.7524
H 2.8992 -1.1138 1.3342
H 4.6392 -1.0712 1.0639
H 6.1809 2.4007 3.4366
H 4.5088 2.4690 2.9482
H 6.7119 1.4385 1.0740
H 6.2733 3.1387 1.1916
H 5.0951 1.9631 0.6140
*
```

=====

Asked for F_max across the records above, the calculation gives 0.4 5.5 3.9 4.8 1.3 3.2 4.1 0.3 eV Å⁻¹ in order.